DFT (wB97M-V/def2-TZVPD) results for an isolated ion of composition C4H9N2 and charge +1 in a non-equilibrium geometry.

Atoms and positions in Å:
C: 0.673 0.235 -0.530
C: 1.497 0.588 -1.612
C: -1.805 0.529 0.106
C: 0.322 -1.022 1.564
N: -0.673 0.355 -0.662
N: 0.913 -0.583 0.420
H: 0.853 0.490 -2.447
H: 2.302 -0.194 -1.735
H: 1.786 1.641 -1.575
H: -1.575 0.286 1.186
H: -2.532 -0.181 -0.476
H: -2.189 1.534 -0.009
H: 0.901 -1.699 2.147
H: -0.412 -1.731 1.381
H: -0.060 -0.249 2.241

Results
charge = +1
HOMO energy (spin up / spin down) = -15.1 / -14.9 eV
energy relative to the best compared isomer or geometry (same formula, charge and spin) = 587.63 kJ/mol
total energy = -266.875466 Eh
gap between HOMO and LUMO (spin up / spin down) = 7.4460 / 7.3326 eV



DFT (wB97M-V/def2-TZVPD) results for a 17-piece molecular cluster, C65H112F3N3O28 overall in a non-equilibrium geometry.

Atoms and positions in Å:
C: -18.135 7.443 11.277
N: -19.048 6.441 11.958
O: -19.968 6.034 11.251
O: -18.874 6.145 13.132
H: -18.725 8.239 10.825
H: -17.643 6.816 10.534
H: -17.391 7.876 11.946
C: -22.506 6.154 9.747
N: -23.360 6.183 8.491
O: -22.927 5.889 7.376
O: -24.484 6.570 8.699
H: -22.921 5.430 10.449
H: -22.499 7.183 10.105
H: -21.541 5.771 9.414
C: -17.418 2.708 11.064
N: -17.270 3.694 9.987
O: -17.743 3.440 8.880
O: -16.597 4.669 10.289
H: -16.452 2.518 11.530
H: -17.801 1.756 10.697
H: -18.060 3.160 11.820
O: -17.246 5.886 17.670
C: -18.270 5.409 18.146
O: -19.343 5.029 17.494
C: -19.317 5.004 16.087
C: -20.389 4.037 15.672
C: -18.460 5.182 19.658
H: -18.335 4.643 15.780
H: -19.346 5.959 15.563
H: -20.493 3.997 14.588
H: -21.319 4.362 16.139
H: -20.087 3.041 15.997
H: -17.541 5.118 20.241
H: -18.933 4.202 19.729
H: -19.142 5.837 20.199
O: -15.223 -2.018 12.828
C: -14.285 -2.200 12.088
O: -13.989 -1.456 11.023
C: -14.703 -0.226 10.755
C: -14.400 0.161 9.326
C: -13.308 -3.351 12.280
H: -14.686 0.699 11.333
H: -15.765 -0.470 10.754
H: -14.989 1.032 9.036
H: -14.522 -0.632 8.588
H: -13.401 0.570 9.172
H: -12.465 -2.940 12.834
H: -12.987 -3.765 11.324
H: -13.799 -4.158 12.823
O: -11.513 3.582 7.924
C: -11.986 2.869 7.040
O: -13.134 2.981 6.420
C: -13.985 4.066 6.750
C: -15.197 4.112 5.861
C: -11.251 1.671 6.479
H: -13.463 5.010 6.589
H: -14.282 3.894 7.785
H: -14.880 4.238 4.826
H: -15.845 4.983 5.949
H: -15.827 3.223 5.823
H: -10.910 1.898 5.469
H: -11.867 0.774 6.537
H: -10.372 1.479 7.096
O: -17.856 8.678 8.245
C: -16.870 9.424 7.994
O: -15.658 9.016 7.546
C: -15.386 7.729 6.982
C: -15.449 7.676 5.492
C: -16.896 10.891 8.018
H: -16.005 6.936 7.403
H: -14.366 7.428 7.219
H: -15.003 8.520 4.967
H: -16.480 7.743 5.145
H: -15.152 6.748 5.004
H: -15.944 11.384 7.821
H: -17.251 11.283 8.971
H: -17.549 11.228 7.213
O: -15.410 -4.593 10.288
C: -16.118 -4.405 9.293
O: -16.139 -5.123 8.197
C: -15.264 -6.159 7.991
C: -15.544 -6.745 6.608
C: -17.042 -3.215 9.290
H: -15.164 -6.935 8.749
H: -14.257 -5.746 7.920
H: -15.300 -5.950 5.903
H: -16.597 -7.026 6.616
H: -14.872 -7.566 6.357
H: -17.110 -2.777 10.286
H: -18.068 -3.489 9.045
H: -16.685 -2.421 8.634
O: -14.314 3.086 12.639
C: -13.913 4.010 11.899
O: -14.036 5.355 12.240
C: -14.334 5.800 13.536
C: -15.847 5.944 13.754
C: -13.567 3.759 10.461
H: -13.826 6.723 13.817
H: -13.961 5.003 14.179
H: -16.496 5.074 13.654
H: -16.310 6.644 13.058
H: -16.050 6.283 14.770
H: -13.130 2.774 10.296
H: -12.803 4.491 10.199
H: -14.337 4.030 9.739
O: -8.368 0.427 8.469
C: -8.087 0.723 9.628
O: -8.785 1.300 10.560
C: -10.174 1.504 10.379
C: -10.925 1.724 11.688
C: -6.728 0.372 10.132
H: -10.596 0.594 9.953
H: -10.330 2.332 9.688
H: -12.005 1.762 11.547
H: -10.593 2.653 12.151
H: -10.772 0.852 12.324
H: -6.758 0.313 11.220
H: -6.059 1.186 9.855
H: -6.401 -0.561 9.673
O: -21.281 3.487 5.253
C: -21.600 4.530 4.711
O: -20.840 5.659 4.690
C: -19.621 5.742 5.451
C: -19.841 6.339 6.811
C: -22.859 4.714 3.835
H: -18.848 6.328 4.954
H: -19.210 4.740 5.579
H: -20.516 7.190 6.716
H: -18.949 6.739 7.294
H: -20.231 5.569 7.476
H: -23.570 3.907 4.014
H: -22.587 4.643 2.782
H: -23.396 5.647 4.011
O: -17.568 2.662 14.448
C: -17.403 1.587 14.996
O: -17.020 1.409 16.260
C: -16.657 2.464 17.101
C: -15.925 1.873 18.306
C: -17.759 0.283 14.298
H: -17.521 3.044 17.426
H: -15.999 3.180 16.609
H: -15.811 2.631 19.081
H: -14.941 1.524 17.991
H: -16.489 1.057 18.757
H: -18.413 0.345 13.428
H: -18.212 -0.390 15.025
H: -16.859 -0.261 14.010
O: -20.320 -1.963 9.457
C: -20.609 -1.764 10.647
O: -21.773 -2.045 11.272
C: -22.859 -2.321 10.410
C: -23.727 -1.120 10.450
C: -19.597 -1.135 11.636
H: -23.472 -3.149 10.766
H: -22.597 -2.570 9.381
H: -23.262 -0.239 10.006
H: -24.022 -0.953 11.486
H: -24.671 -1.493 10.054
H: -20.032 -0.333 12.234
H: -18.692 -0.707 11.204
H: -19.226 -1.908 12.309
O: -22.085 2.935 9.732
C: -21.297 2.041 9.966
O: -20.827 1.667 11.177
C: -21.142 2.424 12.335
C: -22.561 2.183 12.847
C: -20.754 1.223 8.786
H: -20.937 3.487 12.206
H: -20.473 2.014 13.091
H: -22.694 1.207 13.314
H: -23.283 2.312 12.041
H: -22.813 2.912 13.617
H: -21.301 0.280 8.767
H: -19.739 1.015 9.123
H: -20.780 1.828 7.880
F: -10.184 0.492 15.545
C: -11.489 0.186 15.602
C: -11.951 -0.954 16.286
C: -13.282 -1.226 16.332
C: -14.163 -0.351 15.698
C: -13.709 0.799 14.997
C: -12.320 1.039 14.973
H: -11.169 -1.522 16.768
H: -13.667 -2.112 16.816
H: -15.233 -0.465 15.794
H: -14.345 1.498 14.473
H: -12.009 1.986 14.555
F: -12.909 6.732 8.939
C: -12.198 7.828 9.344
C: -11.593 8.674 8.437
C: -10.697 9.643 8.954
C: -10.511 9.801 10.320
C: -11.154 8.957 11.177
C: -12.045 8.026 10.745
H: -11.600 8.477 7.375
H: -10.076 10.198 8.266
H: -9.725 10.407 10.746
H: -10.911 9.065 12.224
H: -12.631 7.398 11.399
F: -17.950 2.453 4.448
C: -18.562 1.273 4.414
C: -18.362 0.394 3.287
C: -19.118 -0.746 3.259
C: -20.044 -1.002 4.273
C: -20.245 -0.187 5.392
C: -19.435 0.953 5.458
H: -17.621 0.696 2.562
H: -18.956 -1.491 2.494
H: -20.605 -1.919 4.170
H: -20.944 -0.412 6.184
H: -19.518 1.604 6.316

Results
HOMO energy = -8.7 eV
total energy = -5114.265251 Eh
gap between HOMO and LUMO = 8.5999 eV



DFT (wB97M-V/def2-TZVPD) results for C7H12FN2S as an isolated structure in a non-equilibrium geometry.

Atoms and positions in Å:
C: -0.618 1.028 -1.993
C: -1.848 1.643 -1.594
C: 0.364 1.312 -1.082
C: -1.246 -1.268 1.055
C: 1.355 0.512 1.727
C: 0.034 -1.235 0.282
C: 1.325 -0.732 0.899
N: -1.745 2.473 -0.596
N: 0.151 -1.914 -0.824
F: 2.256 -0.647 -0.218
S: -0.244 2.520 0.009
H: -0.563 0.392 -2.879
H: -2.715 1.383 -2.008
H: -0.932 -1.402 2.155
H: -1.955 -2.046 0.629
H: -1.732 -0.290 0.856
H: 1.362 0.095 2.770
H: 2.376 1.011 1.445
H: 0.726 1.354 1.497
H: 1.727 -1.502 1.511
H: 1.474 1.197 -1.007
H: -0.599 -2.215 -1.341
H: 1.047 -1.667 -1.294

Results
charge = +1
HOMO energy = -13.1 eV
energy relative to the best compared isomer or geometry (same formula, charge and spin) = 0.00 kJ/mol
total energy = -881.173312 Eh
gap between HOMO and LUMO = 8.2726 eV



DFT (wB97M-V/def2-TZVPD) results for a 4-piece molecular cluster, C2H12NO3 overall in a non-equilibrium geometry.

Atoms and positions in Å:
C: -0.310 2.024 -0.003
C: -0.297 0.405 1.629
N: -0.683 1.558 1.364
H: 0.701 2.019 -0.044
H: -0.890 2.859 -0.317
H: -0.277 1.165 -0.723
H: 0.441 -0.224 1.041
H: -0.658 -0.199 2.574
H: -1.335 1.870 1.965
H: 2.226 -0.868 0.017
H: 3.163 -0.991 1.300
O: 2.446 -1.338 0.859
H: 0.375 -2.370 -3.011
H: 0.782 -0.953 -3.373
O: 0.118 -1.381 -2.815
H: -2.369 -1.544 0.368
H: -1.562 -1.102 -0.874
O: -1.872 -0.933 0.043

Results
charge = +1
HOMO energy = -15.1 eV
energy relative to the best compared isomer or geometry (same formula, charge and spin) = 307.52 kJ/mol
total energy = -363.533734 Eh
gap between HOMO and LUMO = 10.8915 eV